[1]
Below is C4H11NOSn as an isolated structure in a non-equilibrium geometry, with properties calculated with wB97M-V/def2-TZVPD.

Results
frontier orbital gap	3.1	eV
LUMO level	-12.852	eV
HOMO energy	-16.0	eV

```
! wB97M-V def2-TZVPD RIJCOSX def2/J DEFGRID3
* xyz 2 1
Sn -1.68 4.42 -0.25
C -1.16 -1.99 -0.26
C -0.79 -0.50 -0.44
C 0.53 -0.22 0.37
O 1.01 1.11 0.31
C 2.04 1.33 1.21
N -0.71 -0.32 -1.87
H -1.33 -2.22 0.79
H -0.52 -2.70 -0.77
H -2.18 -2.11 -0.62
H -1.57 0.09 0.05
H 1.35 -0.90 0.11
H 0.22 -0.38 1.40
H 2.92 0.89 0.75
H 1.83 0.81 2.15
H 2.17 2.40 1.37
H -1.68 -0.30 -2.15
H -0.45 0.61 -2.16
*
```

***

[2]
Below is an isolated ion of composition C4H11NP and charge +1 in a non-equilibrium geometry, with properties calculated with wB97M-V/def2-TZVPD.

Results
frontier orbital gap (alpha / beta)	6.8 / 9.0	eV
LUMO level (alpha / beta)	-5.329 / -4.803	eV
HOMO energy (alpha / beta)	-12.1 / -13.8	eV

```
! wB97M-V def2-TZVPD RIJCOSX def2/J DEFGRID3
* xyz 1 1
C -1.03 -0.61 -0.21
C 0.15 -1.38 0.45
C -0.73 1.75 0.37
C 2.33 -0.11 -0.85
N -1.53 0.50 0.62
P 1.66 -0.41 0.85
H -0.72 -0.22 -1.15
H -2.04 -1.21 -0.33
H -0.19 -1.76 1.37
H 0.32 -2.12 -0.30
H -0.72 2.02 -0.69
H -0.96 2.51 1.17
H 1.77 -0.62 -1.62
H 3.38 -0.37 -0.68
H 2.19 0.93 -1.14
H -2.52 0.75 0.46
H -1.36 0.36 1.66
*
```

***

[3]
Below is an isolated molecule of C4H11NS in a non-equilibrium geometry, with properties calculated with wB97M-V/def2-TZVPD.

Results
frontier orbital gap	9.7	eV
LUMO level	1.005	eV
SMILES	CNC[C@H](C)S
HOMO energy	-8.7	eV

```
! wB97M-V def2-TZVPD RIJCOSX def2/J DEFGRID3
* xyz 0 1
C -0.16 0.92 -2.52
N -0.44 1.34 -1.20
C 0.43 0.90 -0.15
C -0.16 -0.42 0.32
C -1.47 -0.06 1.10
S 0.93 -1.45 1.22
H 0.30 -0.04 -2.51
H -0.97 1.03 -3.19
H 0.60 1.69 -2.89
H -0.37 2.34 -1.14
H 0.38 1.72 0.58
H 1.48 0.78 -0.45
H -0.50 -1.05 -0.51
H -1.21 0.55 1.97
H -1.97 -0.89 1.59
H -2.17 0.53 0.43
H 0.83 -0.88 2.43
*
```

***

[4]
Below is an isolated molecule of C4H11NS in a non-equilibrium geometry, with properties calculated with wB97M-V/def2-TZVPD.

Results
frontier orbital gap	9.4	eV
LUMO level	0.851	eV
SMILES	NCCCCS
HOMO energy	-8.5	eV

```
! wB97M-V def2-TZVPD RIJCOSX def2/J DEFGRID3
* xyz 0 1
N -0.14 -0.65 2.09
C -0.90 -0.85 0.89
C -0.08 -1.31 -0.42
C 0.97 -0.21 -0.86
C 0.56 1.38 -0.62
S -1.05 1.78 -1.41
H 0.83 -0.98 2.17
H -0.11 0.27 2.57
H -1.54 0.02 0.46
H -1.81 -1.43 1.10
H -0.71 -1.52 -1.33
H 0.37 -2.28 -0.28
H 2.01 -0.23 -0.44
H 0.95 -0.56 -1.95
H 0.41 1.73 0.39
H 1.39 1.85 -1.33
H -1.16 3.00 -1.04
*
```

***

[5]
Below is a 2-piece molecular cluster, C4H11NS overall in a non-equilibrium geometry, with properties calculated with wB97M-V/def2-TZVPD.

Results
frontier orbital gap	6.3	eV
LUMO level	-3.022	eV
HOMO energy	-9.3	eV

```
! wB97M-V def2-TZVPD RIJCOSX def2/J DEFGRID3
* xyz 0 1
C -0.80 -1.01 1.38
C -0.38 -0.20 0.14
C 1.12 0.14 0.24
C 1.74 1.16 -0.77
S -2.89 1.57 -0.53
N -0.69 -0.93 -1.07
H -1.90 -0.93 1.35
H -0.48 -2.06 1.35
H -0.48 -0.48 2.28
H -1.20 0.62 0.11
H 1.51 -0.80 -0.13
H 1.31 0.50 1.24
H 1.28 1.09 -1.75
H 2.75 0.78 -0.83
H 1.65 2.11 -0.23
H -1.64 -1.27 -0.93
H -0.90 -0.30 -1.85
*
```

***

[6]
Below is an isolated molecule of C4H11NS in a non-equilibrium geometry, with properties calculated with wB97M-V/def2-TZVPD.

Results
frontier orbital gap	9.5	eV
LUMO level	1.045	eV
SMILES	CSC[C@H](C)N
HOMO energy	-8.5	eV

```
! wB97M-V def2-TZVPD RIJCOSX def2/J DEFGRID3
* xyz 0 1
C 2.79 -0.02 0.47
S 1.38 0.03 -0.64
C -0.01 -0.15 0.61
C -1.32 -0.07 -0.27
C -2.06 1.23 0.11
N -2.09 -1.23 -0.01
H 2.86 0.92 1.01
H 2.93 -0.64 1.36
H 3.62 -0.15 -0.13
H -0.15 0.76 1.17
H 0.12 -0.81 1.33
H -1.12 -0.09 -1.37
H -3.01 0.97 0.68
H -2.38 1.61 -0.81
H -1.57 1.92 0.82
H -2.06 -1.32 1.00
H -3.02 -1.02 -0.29
*
```

***

[7]
Below is an isolated molecule of C4H11NS2 in a non-equilibrium geometry, with properties calculated with wB97M-V/def2-TZVPD.

Results
frontier orbital gap	9.1	eV
LUMO level	0.820	eV
SMILES	CCSSCCN
HOMO energy	-8.2	eV

```
! wB97M-V def2-TZVPD RIJCOSX def2/J DEFGRID3
* xyz 0 1
C -0.59 2.96 1.14
C -1.21 1.58 1.39
S 0.01 0.15 1.22
S 1.50 0.42 -0.17
C 1.17 -0.86 -1.55
C 0.12 -1.88 -1.11
N 0.69 -2.76 -0.11
H -1.37 3.72 1.07
H 0.00 2.83 0.22
H 0.12 3.27 1.92
H -2.00 1.43 0.63
H -1.65 1.42 2.38
H 2.04 -1.50 -1.74
H 0.91 -0.34 -2.47
H -0.19 -2.44 -2.02
H -0.81 -1.36 -0.85
H 1.29 -3.50 -0.43
H -0.02 -3.15 0.49
*
```

***

[8]
Below is an isolated molecule of C4H11NS2 in a non-equilibrium geometry, with properties calculated with wB97M-V/def2-TZVPD.

Results
frontier orbital gap	8.6	eV
LUMO level	0.450	eV
SMILES	CNCCCSS
HOMO energy	-8.2	eV

```
! wB97M-V def2-TZVPD RIJCOSX def2/J DEFGRID3
* xyz 0 1
C 1.14 1.92 0.47
N 1.62 0.60 -0.03
C 0.63 -0.23 -0.82
C 0.04 -1.45 -0.15
C -0.85 -1.03 0.98
S -1.67 0.66 0.71
S -2.91 0.21 -0.87
H 0.73 1.74 1.51
H 0.30 2.33 -0.14
H 2.09 2.63 0.48
H 2.32 0.69 -0.72
H 1.08 -0.60 -1.76
H -0.05 0.54 -1.19
H -0.48 -1.92 -0.97
H 0.82 -2.12 0.14
H -1.27 -1.91 1.19
H -0.51 -0.86 1.98
H -3.01 -1.20 -0.82
*
```

***

[9]
Below is a 2-piece molecular cluster, C4H11O2S2 overall in a non-equilibrium geometry, with properties calculated with wB97M-V/def2-TZVPD.

Results
frontier orbital gap	6.6	eV
LUMO level	3.028	eV
HOMO energy	-3.6	eV

```
! wB97M-V def2-TZVPD RIJCOSX def2/J DEFGRID3
* xyz -1 1
C 0.30 -0.83 0.46
C 0.76 -0.52 1.93
O -0.31 -0.09 2.69
C 1.57 -0.65 -0.41
S 1.20 -1.12 -2.13
S 0.43 0.50 -3.09
C -1.29 0.65 -2.46
H 0.01 -1.89 0.50
H -0.60 -0.24 0.34
H 1.45 0.36 1.95
H 1.24 -1.42 2.35
H 2.01 0.33 -0.18
H 2.25 -1.38 0.06
H -1.94 1.32 -3.03
H -1.40 0.82 -1.40
H -1.58 -0.37 -2.73
H -1.21 2.23 1.59
H -1.11 0.84 2.12
O -1.77 1.46 1.44
*
```

***

[10]
Below is C4H11O3P as an isolated structure in a non-equilibrium geometry, with properties calculated with wB97M-V/def2-TZVPD.

Results
frontier orbital gap (alpha / beta)	6.9 / 7.5	eV
LUMO level (alpha / beta)	-0.381 / 0.238	eV
HOMO energy (alpha / beta)	-7.3 / -7.3	eV

```
! wB97M-V def2-TZVPD RIJCOSX def2/J DEFGRID3
* xyz 0 1
C 0.69 -1.68 0.70
C 1.94 -0.82 1.15
C 0.73 1.29 1.04
C -2.15 0.33 -1.88
O 0.43 -1.69 -0.71
O -3.47 0.52 -1.77
O 1.87 0.52 0.82
P -0.91 0.92 -0.60
H -0.21 -1.22 1.08
H 0.94 -2.68 0.91
H 2.98 -1.08 0.76
H 1.97 -0.89 2.27
H 1.06 2.33 1.11
H 0.28 0.99 2.07
H -1.86 -0.66 -2.06
H 0.32 -0.83 -1.14
H -3.52 1.41 -1.46
H -1.28 2.30 -0.78
H 0.18 0.93 -1.52
*
```

***

[11]
Below is C4H11O3Tl as an isolated structure in a non-equilibrium geometry, with properties calculated with wB97M-V/def2-TZVPD.

Results
frontier orbital gap (alpha / beta)	10.8 / 7.6	eV
LUMO level (alpha / beta)	-2.887 / -6.940	eV
⟨S²⟩	0.75
HOMO energy (alpha / beta)	-13.7 / -14.5	eV

```
! wB97M-V def2-TZVPD RIJCOSX def2/J DEFGRID3
* xyz 1 2
O 0.08 1.85 -0.65
C -1.24 1.83 -0.20
C -1.57 0.45 0.35
O -1.21 -0.53 -0.63
C -1.33 -1.86 -0.17
Tl 0.52 0.15 -1.65
H -1.98 2.10 -0.98
H -1.41 2.55 0.62
H -2.64 0.34 0.60
H -0.95 0.26 1.24
H -2.37 -2.08 0.12
H -1.05 -2.53 -0.99
H -0.68 -2.03 0.70
O 1.66 0.14 0.02
H 1.28 1.15 0.39
C 2.96 -0.34 0.26
H 2.96 -1.43 0.12
H 3.68 0.10 -0.45
H 3.28 -0.11 1.29
*
```

***

[12]
Below is an isolated molecule of C4H11O5PS in a non-equilibrium geometry, with properties calculated with wB97M-V/def2-TZVPD.

Results
frontier orbital gap	10.5	eV
LUMO level	0.515	eV
SMILES	CO[P@](C)(=O)CS(=O)(=O)OC
HOMO energy	-10.0	eV

```
! wB97M-V def2-TZVPD RIJCOSX def2/J DEFGRID3
* xyz 0 1
C 3.36 0.65 0.24
O 2.16 0.13 0.71
P 1.27 -0.71 -0.35
C 0.13 -1.52 0.77
O 2.18 -1.35 -1.31
C 0.04 0.87 -1.38
S -1.45 -0.03 -1.55
O -2.32 0.61 -2.50
O -1.14 -1.43 -1.67
O -2.24 0.13 -0.12
C -3.44 0.87 0.01
H 4.01 0.41 1.08
H 3.36 1.74 0.20
H 3.93 0.22 -0.63
H 0.18 -0.89 1.66
H -0.85 -1.64 0.33
H 0.34 -2.62 0.68
H 0.69 0.94 -2.20
H -0.13 1.76 -0.94
H -3.28 1.31 1.06
H -4.43 0.35 -0.24
H -3.25 1.69 -0.67
*
```

***

[13]
Below is a 2-piece molecular cluster, C4H11O6PSi overall in a non-equilibrium geometry, with properties calculated with wB97M-V/def2-TZVPD.

Results
frontier orbital gap (alpha / beta)	6.8 / 6.8	eV
LUMO level (alpha / beta)	5.164 / 5.162	eV
HOMO energy (alpha / beta)	-1.6 / -1.6	eV

```
! wB97M-V def2-TZVPD RIJCOSX def2/J DEFGRID3
* xyz -2 1
C -2.23 2.80 0.30
C -0.90 2.07 0.12
C -0.84 0.91 -0.87
C 0.94 -1.22 0.65
O 3.30 -1.62 0.26
O 1.67 -3.26 -1.03
O 2.32 -3.50 1.50
O -1.38 -2.15 2.03
O 0.12 -1.39 -1.99
O 2.03 0.41 -1.31
Si 0.65 -0.23 -0.92
P 2.04 -2.68 0.32
H -2.99 1.90 0.30
H -2.53 3.17 1.26
H -2.47 3.67 -0.35
H -0.14 2.85 0.02
H -0.62 1.70 1.08
H -0.66 1.31 -1.90
H -1.80 0.30 -0.89
H 1.26 -0.83 1.64
H -1.43 -1.20 1.79
H 0.70 -2.08 -1.76
H 2.96 -0.94 -0.23
*
```

***

[14]
Below is a 2-piece molecular cluster, C4H11OS overall in a non-equilibrium geometry, with properties calculated with wB97M-V/def2-TZVPD.

Results
frontier orbital gap	5.7	eV
LUMO level	3.364	eV
HOMO energy	-2.4	eV

```
! wB97M-V def2-TZVPD RIJCOSX def2/J DEFGRID3
* xyz -1 1
C -0.57 1.37 1.23
C 0.23 0.05 1.46
S 1.99 0.33 1.12
H -1.40 1.48 1.94
H -0.01 2.28 1.42
H -0.79 1.45 0.18
H -0.31 -0.61 0.74
H 0.09 -0.40 2.45
H 2.11 -0.76 0.28
C -0.87 -0.49 -1.91
O -0.27 -1.66 -1.74
C -2.28 -0.18 -1.23
H -0.19 0.51 -1.64
H -1.00 -0.38 -3.00
H -2.14 -0.40 -0.18
H -2.48 0.88 -1.38
H -3.12 -0.75 -1.66
*
```